# C11H12N2PTl

C11H12N2PTl as an isolated structure (ωB97M-V/def2-TZVPD, the OMol25 dataset).

Geometry as XYZ:
```
27
Properties=species:S:1:pos:R:3:forces:R:3
C 1.047916 1.698339 -1.240433 -0.491 0.284 -0.163
H -0.635868 2.946360 -0.308693 0.400 -0.930 -0.650
H -0.149199 -2.675236 1.760732 0.036 -0.048 -1.055
C -1.097418 0.519556 4.097667 -1.447 0.303 -1.568
Tl -0.027793 -0.147955 0.064259 -0.393 3.000 0.770
H -2.336939 1.194596 -1.622809 1.458 0.008 -0.026
C 0.005215 0.001756 4.779089 0.371 0.162 2.931
H -1.860543 0.905910 2.078538 -0.038 0.120 -0.030
C -0.391148 0.159593 -2.314090 0.399 1.526 -0.786
N 0.132127 0.208246 2.206205 0.493 0.143 -2.309
C 1.013017 0.514203 -2.089956 -0.901 -0.225 -0.187
H -0.769310 -0.752426 -2.833932 0.421 1.097 0.363
C 1.191181 -0.458628 2.777058 -1.393 0.894 1.904
H 2.004996 -0.830065 2.159645 -0.055 0.257 0.044
H -1.151490 -3.030260 -0.196054 -0.635 -0.923 -0.427
P -0.063507 -2.415848 0.335841 0.379 -4.016 2.241
H 1.078844 -3.062879 -0.054715 0.449 -1.171 -0.183
H 1.984246 -0.872597 4.666619 0.427 -0.382 0.749
C -1.213821 1.176677 -1.648822 0.625 -0.084 -0.332
C -1.078317 0.554787 2.733112 1.854 -0.375 2.291
H -1.960541 0.904158 4.586953 -0.441 0.018 0.691
N -0.000683 -0.000039 7.376301 -0.024 -0.021 0.176
C 1.145643 -0.488244 4.144765 0.612 -0.615 -1.636
C -0.006186 -0.000174 6.222842 -0.015 0.028 -0.852
H 1.976525 2.202019 -0.869498 -1.137 -0.572 -0.432
H 1.898901 -0.082690 -2.430441 -1.050 0.824 0.292
C -0.314949 2.077241 -0.927279 0.095 0.699 -1.815
```
Forces are in eV/Å.

Relative energy (zero: lowest compared OMol25 entry of this formula, charge and spin): 313.9 kJ/mol
Total charge: 0
E_LUMO (spin up / spin down): -0.59 / -0.17 eV
Gap between HOMO and LUMO (spin up / spin down): 4.6 / 5.4 eV


# C11H12N8O

One molecule with the formula C11H12N8O (ωB97M-V/def2-TZVPD, the OMol25 dataset).

Geometry as XYZ:
```
32
Properties=species:S:1:pos:R:3:forces:R:3
N -0.195543 -2.168930 -0.200991 -0.704 0.169 -0.053
N 3.272244 1.853444 -1.414033 0.070 -0.430 0.370
N 3.174744 2.536571 -0.299515 -0.277 1.166 -0.581
H 4.973461 -0.885346 0.937870 -0.075 -0.079 0.046
N 3.553642 0.580652 -1.215468 0.213 -0.538 0.089
H -1.722589 3.317044 1.015522 0.002 0.088 0.025
C 3.616417 0.510892 0.107065 0.244 0.510 -0.822
C -5.090552 -0.985351 -0.717359 -0.052 -0.214 -0.069
H -4.571782 -1.252441 -1.643439 -0.010 0.002 0.042
H -4.022967 2.604170 0.447463 -0.096 0.083 0.006
C -3.198526 1.910958 0.391223 -0.138 -0.130 -0.057
H -6.164821 -0.977195 -0.894954 0.083 -0.053 0.000
C -1.127533 0.091567 0.229673 -0.393 0.591 0.101
C -2.422360 -0.313360 -0.089315 -0.101 -0.054 -0.030
N 0.978643 -2.690369 -0.185724 0.684 -0.840 -0.145
N 1.820046 -1.744002 0.148285 -0.928 0.103 0.024
C 3.894366 -0.723249 0.883770 -0.103 -0.138 -0.097
H 3.137424 2.247067 -2.333709 -0.004 0.049 0.183
O -4.764194 0.319165 -0.300767 0.148 0.292 0.109
H 3.627314 -2.058616 -0.792072 -0.052 -0.026 0.164
C -0.865896 1.398030 0.627532 0.072 -0.273 -0.056
H 3.513407 -0.573628 1.894719 0.064 -0.028 -0.038
H 3.432866 -2.848611 0.791625 -0.029 0.133 -0.097
N 3.389144 1.718794 0.661612 0.148 -0.342 0.709
N 1.232108 -0.590936 0.359350 -0.616 0.373 0.146
C 3.241531 -1.933782 0.225262 0.832 -0.153 0.006
H 0.143563 1.688866 0.872427 0.101 0.054 0.030
H -4.855975 -1.724298 0.055125 0.003 0.023 -0.034
C -3.464490 0.598755 -0.010389 0.102 0.166 0.058
C -0.050013 -0.869021 0.134507 1.020 -0.403 0.039
H -2.571388 -1.337176 -0.391239 -0.093 -0.082 -0.040
C -1.912296 2.300342 0.705946 -0.116 -0.016 -0.030
```
Forces are in eV/Å.

Relative energy (zero: lowest compared OMol25 entry of this formula, charge and spin): 3.7 kJ/mol
Structure (SMILES): COc1cccc(-c2nnn(CCc3nn[nH]n3)n2)c1
Total charge: 0
E_LUMO: 0.85 eV
Gap between HOMO and LUMO: 9.3 eV


# C11H12NO2

A 2-piece molecular cluster, C11H12NO2 overall (ωB97M-V/def2-TZVPD, the OMol25 dataset).

Geometry as XYZ:
```
26
Properties=species:S:1:pos:R:3:forces:R:3
H 1.948335 -2.882686 -2.327650 -0.339 -1.589 -0.499
C -2.658194 2.400628 0.208899 -1.147 -0.919 0.839
H 2.029325 -0.429839 0.591737 1.052 -1.553 0.009
C 1.846670 -2.878257 -1.254783 0.083 1.879 1.157
H -2.954005 -0.874905 0.511057 -0.889 -2.290 0.656
C 0.836647 1.272215 0.197408 -0.604 1.513 -1.265
C 1.855381 2.394724 -0.092111 0.019 -2.221 0.936
C -1.096142 0.182578 0.717731 -3.059 1.723 -2.255
H 1.235742 -1.947834 -1.191526 0.910 0.169 0.624
C 1.042264 -0.124531 0.441473 -0.815 1.228 1.018
O 0.425021 -3.553610 0.628070 0.058 1.256 0.259
O 1.476125 -5.072177 -0.691664 -0.537 0.341 1.112
C 1.174477 -3.921994 -0.324200 0.400 -1.518 -2.372
H -3.224639 3.247961 0.155386 -1.727 2.091 -0.274
H 0.036730 -1.869083 0.961750 -0.678 0.652 -0.662
H -0.780660 3.522421 0.095321 -0.663 0.490 0.063
H 1.430283 3.347279 0.266259 0.604 -0.453 0.194
H 2.909328 -2.846522 -0.902828 -0.859 0.724 0.006
C -0.538919 1.464944 0.250956 0.860 -2.864 2.714
C -1.326650 2.603880 0.252026 0.208 -0.454 -1.268
H 2.775445 1.989469 0.470888 -0.938 1.500 -1.069
C -3.356979 1.132947 0.370710 1.609 1.511 0.410
H 2.018849 2.513529 -1.177138 0.241 -0.285 0.479
C -2.556488 0.063591 0.645322 3.124 0.044 -0.250
N -0.090017 -0.751259 0.803931 2.158 -1.303 -0.165
H -4.457932 1.016534 0.392974 0.927 0.331 -0.397
```
Forces are in eV/Å.

Multiplicity: 2
Relative energy (zero: lowest compared OMol25 entry of this formula, charge and spin): 269.5 kJ/mol
<S²>: 0.78
Total charge: 0
E_LUMO (spin up / spin down): -0.47 / -3.96 eV
Gap between HOMO and LUMO (spin up / spin down): 7.2 / 3.4 eV


# C11H12O4S

One molecule with the formula C11H12O4S (ωB97M-V/def2-TZVPD, the OMol25 dataset).

Geometry as XYZ:
```
28
Properties=species:S:1:pos:R:3:forces:R:3
H -2.173905 -3.418828 1.277954 -0.736 -5.946 4.304
H -0.752412 0.441194 0.961735 -1.815 -1.845 -1.368
C 3.241192 -1.712635 -0.149614 -6.217 -11.827 -6.339
H 4.768654 -0.607692 0.876644 -1.480 -0.999 -1.612
C 0.975746 1.781751 0.233341 1.020 3.040 0.268
O -3.866191 -0.222035 0.146816 3.753 2.770 0.038
H 1.470245 -2.459737 -1.356206 -4.132 -6.982 -5.844
S -0.579468 -0.455673 -1.100237 1.298 -1.426 -5.956
C 1.762245 0.370051 0.097140 -5.363 5.911 0.258
O -2.508344 1.726341 -0.363211 -1.509 -2.803 1.019
C 1.057954 -0.508653 -0.636763 4.458 -7.337 -0.148
C 3.757815 -0.704782 0.304843 5.162 11.399 8.296
O 0.331594 2.206308 -0.846633 0.690 -3.874 -2.599
O 1.151393 2.653399 1.061311 0.553 -1.614 1.363
H -0.497732 -1.786143 1.660229 -0.459 -0.004 -0.145
H -3.367918 2.139332 -0.635894 0.755 -0.870 0.488
C -2.747570 0.325146 0.101389 -2.114 0.253 -1.659
C 2.950433 0.436579 0.676713 3.904 0.232 -0.537
C -1.377976 -0.435573 0.307077 -2.002 6.078 7.334
H -2.142827 -1.392331 2.211267 0.602 1.449 -0.307
H -0.172250 2.985954 -0.942475 -0.534 1.553 1.188
C -2.211890 -2.660565 0.714388 -0.117 4.244 -8.941
C 1.941225 -1.943829 -0.767896 3.021 13.896 7.640
H -3.225806 -2.213291 0.287243 1.881 -1.902 1.199
H 3.313069 1.444064 1.178375 -0.778 -2.569 -0.990
C -1.518678 -1.530559 1.306379 0.783 -0.754 1.373
H -1.544946 -2.970579 -0.252977 -1.759 0.436 1.855
H 3.735823 -2.655820 -0.115326 1.137 -0.510 -0.178
```
Forces are in eV/Å.

Relative energy (zero: lowest compared OMol25 entry of this formula, charge and spin): 748.9 kJ/mol
Structure (SMILES): CC[C@@H](Sc1ccccc1C(=O)O)C(=O)O
Total charge: 0
E_LUMO: -0.32 eV
Gap between HOMO and LUMO: 8.2 eV


# C11H12Si

One molecule with the formula C11H12Si (ωB97M-V/def2-TZVPD, the OMol25 dataset).

Geometry as XYZ:
```
24
Properties=species:S:1:pos:R:3:forces:R:3
C -1.837952 2.739459 -1.126482 -0.861 0.011 0.632
C -0.005610 1.463459 -0.030283 -0.180 -2.308 1.105
H 3.199980 0.248564 2.866770 -1.076 0.249 -2.310
C -1.346110 1.532262 -0.647617 1.463 1.075 -1.124
C -1.110870 -0.737645 -0.297593 -0.427 -1.134 -1.015
H -3.591023 3.511603 -2.019281 -0.929 2.141 -0.796
H 3.022302 -2.384566 -0.108006 0.565 0.155 -1.283
H -1.284780 3.672041 -0.826091 -0.880 -0.955 -0.700
C 0.039775 0.028666 0.219500 2.138 1.030 1.188
H 2.172753 1.545015 2.080577 0.366 -0.907 -0.321
C -3.177448 0.302427 -1.537010 -0.320 -1.421 -1.806
C 2.539326 -2.221815 0.816939 -2.232 -1.070 1.054
C 2.729120 0.598233 1.832145 1.752 1.933 1.227
H -4.792723 1.412408 -2.581193 2.756 0.282 1.116
H 3.276921 -2.476108 1.599661 -0.524 0.584 -0.131
H -3.581807 -0.638057 -1.856326 -0.556 -0.486 0.252
H -1.619033 -1.430389 0.380772 -0.030 0.241 0.030
Si 1.606873 -0.561216 0.906910 0.411 0.759 -0.162
C -1.961355 0.305197 -0.940306 0.725 1.245 2.169
H -0.704857 -1.324004 -1.106569 -0.007 -0.828 -0.454
C -3.713387 1.457799 -2.065070 -2.363 0.160 0.006
H 1.741337 -3.031044 0.832480 0.880 0.682 0.085
C -3.083321 2.656200 -1.768277 1.017 -0.367 0.223
H 3.638532 0.999155 1.196991 -1.688 -1.072 1.015
```
Forces are in eV/Å.

Relative energy (zero: lowest compared OMol25 entry of this formula, charge and spin): 186.1 kJ/mol
Total charge: 0
E_LUMO: -0.56 eV
Gap between HOMO and LUMO: 7.1 eV


# C11H13BBrNTl

C11H13BBrNTl as an isolated structure (ωB97M-V/def2-TZVPD, the OMol25 dataset).

Geometry as XYZ:
```
28
Properties=species:S:1:pos:R:3:forces:R:3
C 2.474186 -0.697350 -4.149630 -1.547 0.317 -0.599
H -1.993226 -0.353157 3.487974 -0.084 0.125 -0.543
C -2.018549 -0.271012 2.403592 -0.812 0.217 -0.934
H 3.113039 -1.548420 -3.936141 -0.153 0.190 -0.032
H 0.646045 -1.651490 -5.066072 0.125 0.280 0.162
Tl 0.561754 0.275994 1.029801 -0.996 0.854 -0.727
H -2.199458 1.278397 -0.609309 -0.165 -0.451 0.394
C -2.041550 -0.865270 0.152291 0.390 0.745 1.315
N 0.355794 0.037174 3.236872 1.355 -0.253 -0.829
H 0.998283 0.575053 6.239778 0.179 0.115 0.430
H 3.710946 1.055851 -3.452955 -0.294 -0.084 -0.056
C -1.880930 -1.390086 1.509080 -0.321 1.171 -0.892
C 1.163755 -0.750718 -4.746463 -0.119 1.650 -0.067
C 0.180475 0.028505 4.361637 -0.062 -0.036 1.380
H -2.047520 1.996131 2.051505 -0.504 -1.297 -0.391
H -1.571466 -2.433129 1.784900 -0.717 1.185 -0.299
Br 1.372375 -1.016151 -1.127819 0.411 -0.483 -0.376
H -1.968739 -1.452579 -0.760837 -0.003 0.246 0.236
C -2.177021 0.573275 0.231016 0.885 -1.206 0.626
H 1.609499 2.569846 -4.283408 0.031 -0.258 0.051
B -0.000660 0.000435 5.887408 0.237 0.035 0.436
C -2.139866 0.948826 1.656279 0.495 -0.917 0.149
C 0.668303 0.597885 -4.859267 0.918 -2.682 0.134
H 0.001600 -1.149712 6.232916 0.013 -0.253 0.107
H -0.287967 0.893786 -5.280858 0.198 -0.097 0.134
H -0.993352 0.575298 6.228760 -0.287 0.180 -0.025
C 1.675486 1.487134 -4.329795 2.881 -1.459 1.102
C 2.788752 0.685488 -3.891254 -2.055 2.165 -0.887
```
Forces are in eV/Å.

Total charge: -1
E_LUMO (spin up / spin down): 0.51 / 0.81 eV
Gap between HOMO and LUMO (spin up / spin down): 5.0 / 5.1 eV


# C11H13Cl2N3O

One molecule with the formula C11H13Cl2N3O (ωB97M-V/def2-TZVPD, the OMol25 dataset).

Geometry as XYZ:
```
30
Properties=species:S:1:pos:R:3:forces:R:3
H -1.272489 -1.555349 -3.027374 1.094 -0.300 0.893
O 1.532579 -0.330222 1.132866 1.222 0.662 -1.558
H 3.223506 0.930313 1.758252 -0.536 -2.295 -0.751
C -1.067137 -1.013459 -0.978466 -0.152 -0.254 -0.595
C -0.682324 1.160013 0.691850 1.474 4.759 1.673
H 2.971059 -0.702055 2.664997 -0.109 0.928 -2.569
C -0.873150 -2.215669 0.118460 -3.567 -2.227 1.327
C 2.928312 -0.205764 1.580059 0.146 -0.001 1.166
H 2.150560 2.554580 0.201742 -2.195 1.051 0.357
H 0.198422 -2.498510 0.560125 -2.302 0.610 -1.860
H -0.058517 -2.474238 -2.188520 -0.922 1.060 -0.203
N -0.507972 -1.541172 -2.316729 -0.854 0.048 1.207
C -0.266211 1.263906 -2.042735 2.635 4.849 -5.626
C -2.665468 -0.662038 -1.308280 -8.581 1.299 4.402
H -3.089807 -2.631560 0.820982 2.164 -0.916 -1.445
H -1.811799 -4.206220 0.733163 -0.319 2.768 0.468
H 3.645015 -0.764711 0.842411 -1.192 1.156 1.436
C -2.021501 -3.053812 0.571983 3.100 1.727 -0.884
H 1.538204 4.212470 0.856495 -1.059 -2.281 -0.798
H 2.183173 0.612698 -0.787721 -1.812 -1.290 1.176
H 0.780160 3.536847 -0.736470 0.909 -0.870 2.214
Cl -0.689312 3.355634 2.661202 1.104 -1.438 -2.531
H 1.635315 -1.190062 -0.817409 -0.845 2.339 0.727
C 1.183512 3.210153 0.333746 -0.451 0.722 -0.327
C -0.177613 0.353045 -0.642658 -0.550 0.023 0.113
N -0.055497 2.015147 -3.071571 -2.059 -6.665 9.105
N -3.941603 -0.457181 -1.053705 11.913 -1.913 -2.805
Cl -2.043038 0.553552 1.856334 2.178 0.580 -2.263
C -0.050429 2.472114 1.120866 -1.192 -3.391 -1.290
C 1.389484 -0.133119 -0.319926 0.758 -0.740 -0.760
```
Forces are in eV/Å.

Structure (SMILES): C=C[C@@](N)(C#N)[C@](C#N)(COC)/C(Cl)=C(\C)Cl
Total charge: 0
E_LUMO: -0.16 eV
Gap between HOMO and LUMO: 9.0 eV


# C11H13Cl6MnN2

C11H13Cl6MnN2 as an isolated structure (ωB97M-V/def2-TZVPD, the OMol25 dataset).

Geometry as XYZ:
```
33
Properties=species:S:1:pos:R:3:forces:R:3
Cl -3.887069 -5.444879 1.007067 0.006 0.009 -0.001
Cl -4.718645 -4.876853 -1.923808 -0.008 -0.008 -0.002
Cl 1.208554 0.018377 2.828725 0.038 0.046 -0.045
N 2.663312 3.363607 -0.063502 0.038 0.046 0.000
C 0.444378 2.387095 0.443663 0.090 0.097 -0.037
H 3.156908 4.182138 -0.429465 0.002 -0.003 0.011
H 2.471966 0.097309 -1.012778 0.007 -0.018 0.014
H -0.625111 2.575593 0.351787 -0.010 -0.004 0.021
C 0.026473 -1.189261 2.296749 -0.081 -0.026 -0.128
H -0.865800 -1.115825 2.909120 -0.001 -0.009 0.023
Mn -0.397366 -0.696481 0.375274 -0.028 -0.115 0.146
H 0.469299 -2.178335 2.344298 0.013 0.001 0.021
C 3.011689 2.151035 -0.880077 -0.030 -0.141 -0.041
Cl -1.839547 -3.653669 2.438425 -0.020 -0.043 0.035
C -2.120275 -2.021930 -1.160058 -0.015 -0.078 0.111
N 0.788384 1.148125 -0.295076 -0.086 -0.127 0.014
C -3.585960 -3.874963 -1.150044 0.044 0.068 -0.025
C -1.703117 -2.216346 0.146160 -0.035 0.066 -0.197
H 0.663767 2.227012 1.499643 0.002 -0.026 -0.006
H 0.908409 3.851106 -1.101795 0.045 0.011 -0.012
C -3.033707 -2.794186 -1.847531 -0.069 -0.128 0.076
C -3.203009 -4.122873 0.174983 -0.051 -0.064 0.001
Cl -1.384065 -0.638155 -1.985453 0.147 0.213 -0.049
H 0.448501 1.247624 -1.251261 0.005 0.021 -0.006
H 0.972245 4.482673 0.550305 0.023 0.005 0.005
C 2.255441 0.938127 -0.354060 0.042 0.113 -0.027
H 2.747206 2.379329 -1.912774 -0.002 0.044 0.009
Cl -3.464408 -2.448384 -3.459387 0.010 0.028 -0.030
C 1.181828 3.615448 -0.073102 -0.146 -0.054 -0.001
H 2.989650 3.240505 0.899738 0.004 0.008 -0.005
C -2.270386 -3.298711 0.812690 0.085 0.056 0.083
H 4.086693 1.990477 -0.823295 0.005 0.020 0.012
H 2.603763 0.675272 0.644834 -0.024 -0.006 0.030
```
Forces are in eV/Å.

Multiplicity: 5
<S²>: 6.24
Total charge: +2
E_LUMO (spin up / spin down): -7.66 / -7.34 eV
Gap between HOMO and LUMO (spin up / spin down): 6.8 / 7.1 eV


Which maximum force belongs to each record? In order, 4.6 1.3 4.2 16.1 3.0 3.4 12.4 0.3 eV/Å.
Which electronic energy belongs to each record? In order, -1049.384487 -939.601612 -631.454622 -1125.240318 -715.685014 -3252.954115 -1586.421939 -4447.991296 Eh.